1.
{
  "formula": "C33H63Cl2GeN4NaO4P2Si3",
  "method": "ωB97M-V with the def2-TZVPD basis set",
  "species": ["Na", "N", "C", "C", "O", "N", "C", "C", "O", "O", "H", "H", "H", "H", "H", "H", "C", "P", "C", "N", "C", "C", "C", "C", "C", "C", "N", "C", "P", "C", "C", "C", "C", "C", "C", "C", "C", "C", "H", "H", "H", "H", "H", "H", "H", "H", "H", "H", "H", "H", "H", "H", "H", "H", "H", "H", "H", "H", "H", "H", "H", "H", "H", "H", "H", "H", "Cl", "C", "Cl", "H", "H", "O", "C", "C", "Si", "C", "C", "Ge", "Si", "C", "C", "C", "Si", "C", "C", "C", "H", "H", "H", "H", "H", "H", "H", "H", "H", "H", "H", "H", "H", "H", "H", "H", "H", "H", "H", "H", "H", "H", "H", "H", "H", "H", "H"],
  "coordinates": [[0.51137, -0.05960, 1.45732], [4.46185, -1.43635, 2.61880], [3.34506, -1.48247, 3.56399], [2.33799, -0.36644, 3.30461], [1.13177, -0.58121, 3.62182], [2.85273, 0.73123, 2.78838], [2.03266, 1.91471, 2.88280], [1.20000, 2.47584, 1.72285], [0.24480, 3.19339, 1.96945], [1.57902, 2.23037, 0.47264], [5.28096, -1.87349, 3.02384], [4.66364, -0.44839, 2.47514], [3.66695, -1.34244, 4.60570], [2.82515, -2.43970, 3.51068], [2.71159, 2.75966, 3.06893], [1.33073, 1.88413, 3.72276], [-1.00378, -3.28457, 3.51270], [-1.54186, -2.23541, 2.10633], [-2.22550, -3.49253, 0.98388], [-3.30080, -4.18914, 1.41861], [-3.74000, -5.18485, 0.59120], [-4.87785, -5.93003, 0.93650], [-5.33949, -6.95329, 0.12457], [-4.67028, -7.26039, -1.05787], [-3.54340, -6.53929, -1.42105], [-3.05791, -5.49771, -0.61929], [-1.93748, -4.80909, -1.00873], [-1.55910, -3.79863, -0.20693], [-0.05858, -2.83707, -0.67022], [1.26354, -3.75357, 0.24381], [0.33748, -3.30506, -2.44686], [1.49090, -2.38239, -2.85765], [0.76150, -4.75998, -2.64570], [-0.87133, -2.99001, -3.33419], [-3.02242, -1.31803, 2.80897], [-3.80169, -2.09361, 3.87028], [-3.95256, -0.95646, 1.65021], [-2.46120, -0.03063, 3.42697], [-1.79211, -3.97406, 3.81420], [-0.69207, -2.65083, 4.34400], [-0.13378, -3.85660, 3.18762], [-5.38112, -5.67760, 1.86268], [-6.22102, -7.51499, 0.41116], [-5.02924, -8.06125, -1.69364], [-3.00592, -6.76149, -2.33587], [1.09138, -4.83036, 0.25377], [1.29685, -3.38634, 1.27109], [2.23158, -3.55172, -0.22042], [2.40832, -2.59941, -2.30699], [1.23862, -1.33138, -2.69087], [1.70984, -2.51527, -3.92234], [1.68978, -4.98298, -2.11545], [0.94186, -4.94191, -3.71157], [-0.01968, -5.43514, -2.30144], [-1.16545, -1.94260, -3.24811], [-1.72024, -3.61795, -3.06986], [-0.60376, -3.17943, -4.37967], [-4.12812, -3.05566, 3.47788], [-4.68096, -1.51133, 4.16940], [-3.19807, -2.26056, 4.76463], [-4.46198, -1.84282, 1.27224], [-3.40150, -0.50077, 0.82277], [-4.70163, -0.23341, 1.99049], [-1.67323, -0.23426, 4.15611], [-3.26154, 0.52502, 3.92682], [-2.03603, 0.62301, 2.65811], [3.67152, -0.00062, -0.46645], [4.67212, -1.45216, -0.49382], [5.23253, -1.85842, -2.13477], [4.09344, -2.27586, -0.09806], [5.54381, -1.27530, 0.12025], [-0.98448, 0.44381, -0.30277], [-1.23910, -0.24391, -1.17095], [-1.67387, 5.35685, -1.95386], [-1.28835, 4.41991, -0.35719], [-1.29465, 5.68866, 1.02202], [-2.64899, 3.16773, -0.07813], [0.89564, 3.53874, -0.75446], [2.49990, 5.25825, -0.32898], [2.59877, 5.60996, 1.50980], [4.17795, 4.66928, -0.93374], [2.01134, 6.84222, -1.22027], [1.17098, 2.75783, -3.01102], [1.40264, 4.36864, -3.96556], [-0.35547, 1.89923, -3.68199], [2.67192, 1.69174, -3.33471], [-2.61406, 5.90388, -1.83888], [-1.78131, 4.68907, -2.81120], [-0.89516, 6.08676, -2.18970], [-2.31686, 6.04553, 1.17829], [-0.67905, 6.55502, 0.76647], [-0.92731, 5.25971, 1.95220], [-3.61206, 3.68642, -0.08726], [-2.54260, 2.66950, 0.88712], [-2.67418, 2.40372, -0.85508], [3.00677, 4.75366, 2.05015], [1.61457, 5.82459, 1.92826], [3.25232, 6.46597, 1.69889], [4.38795, 3.67012, -0.54384], [4.97827, 5.33657, -0.60325], [4.21272, 4.61525, -2.02449], [1.06620, 7.23290, -0.83615], [1.90396, 6.69421, -2.29592], [2.77636, 7.60695, -1.05948], [0.61647, 5.09839, -3.76556], [1.39558, 4.15399, -5.03790], [2.36412, 4.82809, -3.72483], [-1.27221, 2.44706, -3.45401], [-0.27867, 1.80921, -4.76932], [-0.45877, 0.89059, -3.28171], [3.56127, 2.06503, -2.82458], [2.87536, 1.68457, -4.40983], [2.51747, 0.66134, -3.01564]],
  "forces_ev_per_a": [[-0.03, -0.60, 0.13], [0.04, -0.03, 0.04], [-0.02, 0.00, -0.03], [0.08, 0.20, -0.11], [-0.07, 0.15, -0.08], [-0.02, 0.00, -0.17], [0.05, 0.03, 0.12], [0.05, 0.00, 0.12], [0.02, 0.02, -0.03], [-0.18, -0.01, 0.19], [0.00, 0.03, 0.02], [-0.03, 0.00, -0.03], [-0.05, -0.05, 0.02], [-0.01, 0.00, -0.05], [-0.06, 0.03, 0.04], [0.00, -0.03, -0.01], [0.01, 0.05, 0.01], [0.13, 0.20, -0.16], [0.03, -0.04, 0.00], [-0.03, -0.01, 0.02], [0.03, 0.01, -0.02], [-0.01, -0.02, -0.01], [-0.01, 0.01, 0.02], [0.01, 0.00, -0.02], [-0.01, -0.01, 0.00], [-0.01, 0.01, 0.03], [0.03, -0.02, -0.05], [0.02, 0.08, 0.11], [0.12, -0.19, 0.03], [-0.01, 0.03, -0.02], [-0.04, 0.03, 0.02], [-0.01, -0.01, -0.01], [-0.01, -0.02, -0.01], [0.00, 0.01, 0.01], [0.02, 0.01, 0.00], [-0.01, 0.02, -0.01], [0.01, -0.02, 0.00], [0.02, -0.02, -0.02], [0.00, -0.01, 0.00], [0.00, 0.00, 0.00], [0.00, -0.01, 0.01], [0.00, 0.00, 0.00], [0.00, 0.00, 0.00], [0.00, 0.00, 0.00], [0.00, 0.00, 0.00], [-0.02, 0.00, -0.02], [0.01, -0.02, 0.00], [0.01, -0.01, 0.03], [0.00, 0.02, 0.01], [0.00, 0.01, -0.02], [0.02, -0.01, 0.01], [0.00, -0.01, 0.00], [0.01, 0.01, 0.00], [0.01, 0.00, -0.01], [-0.01, 0.00, 0.01], [0.00, 0.00, 0.00], [0.00, 0.00, 0.00], [-0.01, 0.00, 0.00], [0.00, 0.00, 0.01], [0.00, 0.00, 0.00], [0.01, 0.00, -0.01], [-0.01, 0.02, 0.00], [-0.01, -0.01, 0.00], [0.00, 0.00, 0.00], [0.00, 0.00, 0.00], [-0.01, 0.01, 0.01], [-0.02, -0.05, 0.01], [0.01, 0.06, 0.01], [-0.01, -0.01, -0.01], [0.00, -0.01, -0.02], [-0.01, -0.01, 0.01], [-0.05, 0.03, -0.15], [-0.12, 0.22, 0.10], [-0.01, -0.01, 0.01], [-0.07, 0.01, 0.00], [0.03, 0.05, -0.02], [0.01, -0.02, 0.05], [0.08, -0.06, -0.08], [0.07, 0.01, -0.03], [-0.03, -0.04, 0.02], [0.00, -0.01, -0.02], [0.00, 0.00, 0.02], [0.02, 0.00, -0.03], [0.01, -0.01, 0.01], [0.00, 0.00, 0.00], [0.02, 0.01, 0.01], [0.00, 0.00, 0.00], [0.01, 0.00, 0.00], [-0.01, 0.01, 0.00], [0.00, 0.00, -0.01], [0.01, -0.01, 0.01], [-0.02, -0.01, 0.01], [0.00, 0.01, 0.01], [0.03, -0.01, -0.02], [-0.01, 0.01, -0.02], [0.01, 0.01, 0.00], [0.00, 0.01, 0.00], [0.01, 0.00, -0.02], [0.01, 0.01, 0.01], [-0.01, 0.01, 0.00], [0.00, -0.01, 0.01], [0.00, 0.00, -0.01], [0.00, 0.01, 0.01], [0.00, 0.00, 0.00], [-0.01, 0.00, -0.01], [0.00, 0.00, 0.00], [-0.01, 0.00, -0.01], [0.00, -0.01, 0.00], [0.01, 0.02, 0.00], [-0.01, -0.02, 0.00], [0.00, -0.01, 0.00], [-0.02, 0.00, 0.00], [0.02, 0.00, 0.02]],
  "lowdin_charge": [0.23, -0.01, -0.20, -0.59, -0.09, 0.02, -0.16, -0.62, 0.00, -0.26, 0.06, 0.04, 0.11, 0.10, 0.11, 0.13, -0.26, 1.01, -0.47, 0.07, -0.24, -0.06, -0.14, -0.14, -0.06, -0.23, 0.06, -0.44, 0.99, -0.25, -0.72, -0.13, -0.10, -0.11, -0.72, -0.11, -0.10, -0.11, 0.03, 0.03, 0.03, 0.09, 0.08, 0.08, 0.10, 0.05, 0.01, 0.01, 0.03, 0.05, 0.09, 0.07, 0.08, 0.06, 0.04, 0.06, 0.08, 0.06, 0.08, 0.07, 0.07, 0.05, 0.08, 0.07, 0.08, 0.06, 0.59, -1.01, 0.50, 0.00, 0.01, -0.04, 0.01, -0.22, 0.38, -0.21, -0.20, 0.79, 0.39, -0.19, -0.21, -0.21, 0.38, -0.22, -0.21, -0.22, 0.03, 0.01, 0.01, 0.03, 0.02, 0.02, 0.04, 0.03, 0.01, 0.02, 0.02, 0.03, 0.03, 0.03, 0.02, 0.02, 0.01, 0.03, 0.01, 0.03, 0.02, 0.02, 0.04, -0.01, 0.01, 0.04, -0.01],
  "e_above_lowest_kj_mol": 6.3,
  "multiplicity": 2,
  "total_energy_ha": -6526.2527,
  "molar_mass_g_mol": 892.6,
  "homo_lumo_gap_ev": [4.29, 7.00],
  "charge": -1
}

2.
{
  "formula": "C7H15ClIMoN5O2P",
  "method": "ωB97M-V with the def2-TZVPD basis set",
  "species": ["C", "C", "H", "H", "H", "O", "I", "Mo", "P", "C", "C", "H", "H", "H", "C", "H", "H", "H", "H", "H", "H", "C", "O", "Cl", "N", "N", "N", "C", "N", "N", "H", "H", "H"],
  "coordinates": [[-0.47434, 3.24343, -2.93945], [-1.35642, 3.58118, -1.82276], [-0.47418, 4.08727, -3.64861], [-0.82475, 2.32346, -3.44276], [0.58990, 3.09655, -2.67896], [-1.69450, 3.37607, -0.72433], [2.18294, 0.61855, -1.85815], [0.44211, -0.22189, 0.02536], [-1.86661, -0.78141, -0.09714], [-2.79624, -0.37492, 1.40194], [-2.82934, -0.03333, -1.44923], [-1.57696, -3.04448, -0.99889], [-3.23617, -2.75439, -0.35421], [-1.84785, -3.04491, 0.74662], [-2.16512, -2.58781, -0.19832], [-2.35580, -0.25280, -2.41106], [-3.84238, -0.44895, -1.44163], [-3.84213, -0.62879, 1.22638], [-2.71011, 0.67418, 1.68864], [-2.86767, 1.05643, -1.34359], [-2.41518, -0.97151, 2.23295], [0.19555, 1.44726, 1.05944], [-0.14897, 2.30712, 1.81644], [0.97793, -2.55803, -0.35518], [5.01566, -2.15776, 1.69711], [4.06121, -1.23238, 2.05098], [4.31590, 0.07914, 1.74252], [3.08867, 0.53758, 1.52983], [2.13503, -0.43400, 1.47938], [2.77079, -1.59242, 1.82877], [4.76175, -3.06018, 2.06255], [5.93850, -1.81032, 1.91031], [2.84875, 1.56204, 1.26507]],
  "forces_ev_per_a": [[-0.49, 1.31, -1.53], [0.73, -3.21, 5.88], [-0.16, -0.27, -0.18], [-0.35, 0.42, 0.22], [-0.51, 0.22, 0.90], [0.66, 2.11, -5.68], [-1.55, -0.20, 0.79], [6.40, -4.23, -1.36], [-3.04, -1.33, 0.29], [0.53, 0.43, 0.43], [0.76, 0.44, -0.48], [-0.27, 0.10, 0.03], [0.11, 0.11, 0.04], [-0.11, 0.12, -0.15], [0.47, 0.03, -0.16], [-0.18, -0.14, 0.02], [0.15, 0.02, 0.11], [-0.02, -0.04, -0.02], [-0.14, 0.01, -0.10], [-0.19, -0.24, 0.14], [-0.09, -0.07, 0.00], [-3.30, 6.82, 5.49], [2.41, -4.97, -4.51], [-0.78, 2.15, 0.23], [-0.31, 0.35, 0.59], [-2.71, 0.73, -3.58], [-1.76, -0.63, 1.21], [0.69, 0.15, -0.59], [0.92, -0.81, 0.77], [1.20, 1.21, 0.29], [0.22, -0.45, 0.25], [0.29, -0.06, 0.39], [0.44, -0.12, 0.27]],
  "lowdin_charge": [0.04, 0.13, 0.14, 0.14, 0.07, 0.32, 0.51, 0.73, 0.69, -0.21, -0.20, 0.03, 0.08, 0.07, -0.26, 0.06, 0.09, 0.09, 0.05, 0.03, 0.08, -0.25, 0.17, 0.12, 0.19, -0.16, 0.19, -0.24, -0.18, 0.08, 0.13, 0.14, 0.10],
  "multiplicity": 3,
  "total_energy_ha": -1866.1859,
  "molar_mass_g_mol": 490.5,
  "homo_lumo_gap_ev": [5.78, 5.55],
  "charge": 3
}

3.
{
  "formula": "C6H10O",
  "method": "ωB97M-V with the def2-TZVPD basis set",
  "species": ["C", "C", "O", "C", "C", "C", "C", "H", "H", "H", "H", "H", "H", "H", "H", "H", "H"],
  "coordinates": [[-2.31919, -0.75266, 0.65705], [-0.13012, -0.20707, -1.00562], [-0.91420, -0.80273, 0.87587], [0.14649, 1.22726, -0.58176], [1.45776, 1.24401, 0.18012], [2.05635, 0.05838, 0.06996], [1.20878, -0.87886, -0.76659], [-2.86362, -0.96085, 1.58530], [-2.54076, -1.51888, -0.08501], [-2.63043, 0.21669, 0.24976], [-0.66532, -0.13304, 1.52834], [0.23855, 1.78276, -1.53133], [-0.70496, 1.69988, -0.07337], [1.86488, 2.11830, 0.68253], [3.03331, -0.19849, 0.47227], [1.08669, -1.88532, -0.35293], [1.65050, -1.02219, -1.76772]],
  "forces_ev_per_a": [[-0.32, -0.04, -0.03], [0.33, 0.15, 0.08], [0.15, 0.18, 0.12], [-0.08, -0.02, -0.01], [0.08, -0.15, -0.02], [-0.07, 0.14, 0.03], [-0.07, -0.02, 0.02], [0.09, 0.02, -0.12], [0.01, 0.11, 0.10], [0.07, -0.13, 0.06], [-0.01, -0.13, -0.10], [-0.02, -0.08, 0.06], [0.11, -0.07, -0.10], [-0.06, -0.15, -0.06], [-0.16, 0.06, -0.03], [0.03, 0.13, -0.10], [-0.08, 0.02, 0.08]],
  "lowdin_charge": [-0.13, 0.01, -0.15, -0.25, -0.12, -0.11, -0.24, 0.08, 0.09, 0.08, 0.11, 0.12, 0.10, 0.09, 0.10, 0.10, 0.12],
  "e_above_lowest_kj_mol": 392.8,
  "multiplicity": 1,
  "total_energy_ha": -309.6928,
  "molar_mass_g_mol": 98.1,
  "homo_lumo_gap_ev": 8.74
}

4.
{
  "formula": "C5H8N2",
  "method": "ωB97M-V with the def2-TZVPD basis set",
  "species": ["C", "C", "C", "N", "C", "C", "N", "H", "H", "H", "H", "H", "H", "H", "H"],
  "coordinates": [[1.57507, -0.33542, -0.79919], [0.59047, 0.24886, 0.19306], [-0.25505, 1.49474, -0.20274], [-1.45336, 0.67023, 0.00148], [-0.72806, -0.45813, 0.16907], [-1.09632, -1.74775, 0.30411], [-1.31580, -2.18610, 1.49948], [1.07428, -0.50294, -1.75759], [2.43492, 0.32089, -0.94410], [1.92352, -1.30971, -0.43900], [1.02585, 0.31563, 1.20144], [-0.12799, 1.77783, -1.24747], [-0.19848, 2.35876, 0.46179], [-2.31902, 0.69041, -0.51470], [-1.13003, -1.33731, 2.07435]],
  "forces_ev_per_a": [[0.14, 0.05, -0.14], [0.10, 0.07, -0.14], [0.25, 0.47, -0.19], [0.11, -0.27, -0.45], [-0.04, 0.24, -0.47], [0.03, 0.25, 0.76], [-0.06, -0.31, 0.19], [0.17, 0.06, 0.05], [0.00, -0.05, -0.02], [-0.05, 0.20, -0.06], [-0.21, -0.07, -0.20], [0.13, 0.17, 0.02], [-0.01, -0.03, -0.16], [-0.12, 0.26, 0.18], [-0.45, -1.04, 0.66]],
  "lowdin_charge": [-0.06, -0.26, -0.10, 0.10, -0.34, -0.17, 0.03, 0.09, 0.08, 0.09, 0.15, 0.12, 0.11, 0.15, 0.03],
  "e_above_lowest_kj_mol": 406.0,
  "multiplicity": 1,
  "total_energy_ha": -304.6809,
  "molar_mass_g_mol": 96.1,
  "homo_lumo_gap_ev": [8.11, 8.11]
}

Repeat the second record exactly.
{
  "formula": "C7H15ClIMoN5O2P",
  "method": "ωB97M-V with the def2-TZVPD basis set",
  "species": ["C", "C", "H", "H", "H", "O", "I", "Mo", "P", "C", "C", "H", "H", "H", "C", "H", "H", "H", "H", "H", "H", "C", "O", "Cl", "N", "N", "N", "C", "N", "N", "H", "H", "H"],
  "coordinates": [[-0.47434, 3.24343, -2.93945], [-1.35642, 3.58118, -1.82276], [-0.47418, 4.08727, -3.64861], [-0.82475, 2.32346, -3.44276], [0.58990, 3.09655, -2.67896], [-1.69450, 3.37607, -0.72433], [2.18294, 0.61855, -1.85815], [0.44211, -0.22189, 0.02536], [-1.86661, -0.78141, -0.09714], [-2.79624, -0.37492, 1.40194], [-2.82934, -0.03333, -1.44923], [-1.57696, -3.04448, -0.99889], [-3.23617, -2.75439, -0.35421], [-1.84785, -3.04491, 0.74662], [-2.16512, -2.58781, -0.19832], [-2.35580, -0.25280, -2.41106], [-3.84238, -0.44895, -1.44163], [-3.84213, -0.62879, 1.22638], [-2.71011, 0.67418, 1.68864], [-2.86767, 1.05643, -1.34359], [-2.41518, -0.97151, 2.23295], [0.19555, 1.44726, 1.05944], [-0.14897, 2.30712, 1.81644], [0.97793, -2.55803, -0.35518], [5.01566, -2.15776, 1.69711], [4.06121, -1.23238, 2.05098], [4.31590, 0.07914, 1.74252], [3.08867, 0.53758, 1.52983], [2.13503, -0.43400, 1.47938], [2.77079, -1.59242, 1.82877], [4.76175, -3.06018, 2.06255], [5.93850, -1.81032, 1.91031], [2.84875, 1.56204, 1.26507]],
  "forces_ev_per_a": [[-0.49, 1.31, -1.53], [0.73, -3.21, 5.88], [-0.16, -0.27, -0.18], [-0.35, 0.42, 0.22], [-0.51, 0.22, 0.90], [0.66, 2.11, -5.68], [-1.55, -0.20, 0.79], [6.40, -4.23, -1.36], [-3.04, -1.33, 0.29], [0.53, 0.43, 0.43], [0.76, 0.44, -0.48], [-0.27, 0.10, 0.03], [0.11, 0.11, 0.04], [-0.11, 0.12, -0.15], [0.47, 0.03, -0.16], [-0.18, -0.14, 0.02], [0.15, 0.02, 0.11], [-0.02, -0.04, -0.02], [-0.14, 0.01, -0.10], [-0.19, -0.24, 0.14], [-0.09, -0.07, 0.00], [-3.30, 6.82, 5.49], [2.41, -4.97, -4.51], [-0.78, 2.15, 0.23], [-0.31, 0.35, 0.59], [-2.71, 0.73, -3.58], [-1.76, -0.63, 1.21], [0.69, 0.15, -0.59], [0.92, -0.81, 0.77], [1.20, 1.21, 0.29], [0.22, -0.45, 0.25], [0.29, -0.06, 0.39], [0.44, -0.12, 0.27]],
  "lowdin_charge": [0.04, 0.13, 0.14, 0.14, 0.07, 0.32, 0.51, 0.73, 0.69, -0.21, -0.20, 0.03, 0.08, 0.07, -0.26, 0.06, 0.09, 0.09, 0.05, 0.03, 0.08, -0.25, 0.17, 0.12, 0.19, -0.16, 0.19, -0.24, -0.18, 0.08, 0.13, 0.14, 0.10],
  "multiplicity": 3,
  "total_energy_ha": -1866.1859,
  "molar_mass_g_mol": 490.5,
  "homo_lumo_gap_ev": [5.78, 5.55],
  "charge": 3
}